Entry 1:
Entry from the OMol25 dataset: a structure of composition C17H29CuN3OSeTa (wB97M-V/def2-TZVPD).

**Net charge**: +2
**Total energy**: -136136.157 eV
**Relative energy (zero: lowest compared OMol25 entry of this formula, charge and spin)**: 2.8967 eV

Each line ends with the natural charge from an NBO analysis.
Element x y z (Å)
N: -1.89520 -0.82314 0.31968  -0.965
C: -2.99820 -1.45414 0.73378  0.951
O: -3.97230 -0.90294 1.31798  -0.479
Cu: -2.71840 0.89726 1.72768  0.945
Ta: -0.06610 -0.39574 0.25608  1.980
N: 0.22750 1.35326 -0.68842  -0.742
N: 0.81190 -1.88504 -0.80372  -0.725
C: -0.39590 2.11766 -1.79882  0.106
C: 0.16930 -2.88234 -1.71362  0.115
C: -0.11200 3.62716 -1.63362  -0.627
C: 0.15070 1.62296 -3.15752  -0.624
C: -1.91690 1.90006 -1.76582  -0.608
C: -0.53870 -3.95414 -0.85522  -0.610
C: 1.19940 -3.54724 -2.65202  -0.636
C: -0.86550 -2.14774 -2.58512  -0.613
H: -0.42820 3.97226 -0.63272  0.217
H: -0.67090 4.20206 -2.39182  0.250
H: 0.95850 3.86196 -1.76082  0.227
H: 1.25100 1.70176 -3.19582  0.221
H: -0.25920 2.22306 -3.98912  0.251
H: -0.12480 0.56796 -3.31492  0.208
H: -2.15740 0.82426 -1.79462  0.202
H: -2.39700 2.39956 -2.62462  0.263
H: -2.33900 2.34286 -0.84102  0.192
H: 0.17640 -4.42664 -0.15722  0.228
H: -0.96870 -4.75084 -1.48972  0.252
H: -1.35370 -3.48984 -0.27182  0.180
H: 1.92240 -4.17574 -2.10442  0.228
H: 1.75860 -2.78774 -3.22752  0.225
H: 0.67180 -4.19864 -3.37012  0.250
H: -1.42100 -2.86654 -3.21302  0.255
H: -0.36060 -1.42254 -3.24692  0.224
H: -1.59230 -1.61454 -1.95012  0.184
C: 1.62780 1.67776 -0.40352  -0.429
H: 2.03920 0.93606 0.31798  0.197
H: 2.27990 1.63416 -1.29902  0.240
H: 1.75120 2.66546 0.08258  0.252
C: 2.17620 -2.19874 -0.38362  -0.439
H: 2.49130 -1.48684 0.40528  0.215
H: 2.26360 -3.21364 0.06188  0.240
H: 2.91520 -2.12814 -1.20752  0.242
Se: 0.25360 -1.33034 2.78588  0.052
C: 0.23160 0.29176 3.80288  -0.237
C: -0.98170 0.88716 4.16628  -0.295
C: -0.98790 2.01636 4.99028  -0.171
C: 0.21780 2.54796 5.45808  -0.182
C: 1.43100 1.94996 5.10158  -0.172
C: 1.43800 0.82226 4.27468  -0.170
H: -1.91730 0.45926 3.83648  0.168
H: -1.92710 2.47176 5.27608  0.238
H: 0.21210 3.41286 6.10888  0.248
H: 2.36290 2.34836 5.47898  0.246
H: 2.37690 0.34806 4.02108  0.229

---

Entry 2:
Entry from the OMol25 dataset: a cluster of 2 separate species, C6H10NS in total (wB97M-V/def2-TZVPD).

**Net charge**: +1
**Total energy**: -18698.254 eV
**Relative energy (zero: lowest compared OMol25 entry of this formula, charge and spin)**: 3.6578 eV

Each line ends with the natural charge from an NBO analysis.
Element x y z (Å)
C: 3.40614 -1.77894 0.07947  -0.226
C: -4.37782 -0.49141 0.00629  -0.170
C: 2.18929 -1.23673 0.10705  -0.292
C: -3.12364 -0.13559 0.33708  -0.443
C: 1.97910 0.17492 -0.09031  0.133
C: 0.46499 2.07107 -0.23372  -0.460
N: 0.85943 0.73600 -0.07088  -0.155
S: -1.73789 -0.95325 -0.20042  0.328
H: 3.55480 -2.83390 0.22889  0.228
H: 4.29124 -1.18909 -0.09433  0.208
H: -5.22838 0.05052 0.38641  0.225
H: -4.57581 -1.33076 -0.64082  0.218
H: 1.30376 -1.83614 0.28002  0.231
H: -2.93565 0.70493 0.99477  0.237
H: 2.89505 0.75936 -0.26247  0.223
H: 0.03855 2.43719 0.70348  0.237
H: -0.30266 2.12436 -1.00861  0.238
H: 1.29953 2.72748 -0.52189  0.239

---

Entry 3:
Entry from the OMol25 dataset: a structure of composition C30H59B3Cl36N2O5S (wB97M-V/def2-TZVPD).

**Total energy**: -508961.151 eV
**Relative energy (zero: lowest compared OMol25 entry of this formula, charge and spin)**: 1.2988 eV

Each line ends with the Löwdin charge.
Element x y z (Å)
C: 4.58252 -3.85418 0.78491  -0.086
C: 4.36391 -3.14708 -0.59008  -0.266
O: 3.32533 -2.16667 -0.38639  -0.206
C: 3.81824 -0.82199 -0.29180  -0.085
B: 2.50488 0.11315 -0.24369  -0.508
O: 2.24091 1.15496 -1.14873  0.043
B: 0.98315 0.82169 -1.70043  -0.514
O: -0.08427 0.41180 -0.89791  0.162
B: 0.27565 0.23047 0.44073  -0.572
C: -0.73694 0.35581 1.66522  -0.060
C: -2.22634 0.57090 1.23815  -0.203
C: -3.23596 -0.26727 2.08615  -0.205
C: -3.61259 -1.63267 1.44381  -0.210
C: -4.16159 -1.47031 -0.02828  -0.172
C: -2.97438 -1.97569 -0.97033  -0.298
C: -3.00665 -1.37633 -2.39469  -0.414
S: -1.47327 -1.94995 -3.28840  0.948
C: -0.67989 -3.10979 -2.19346  -0.678
N: -0.91307 -4.39001 -2.06401  0.071
N: -0.06994 -4.78655 -1.07607  0.016
C: 0.62266 -3.79297 -0.63914  -0.137
O: 0.26320 -2.69263 -1.33861  0.032
O: 1.60205 -0.13893 0.78238  0.281
H: 5.56637 -4.34749 0.80708  0.069
H: 3.76103 -4.57658 0.93932  0.052
H: 4.48429 -3.07065 1.56015  0.073
H: 3.95721 -3.86927 -1.34215  0.080
H: 5.27825 -2.64630 -0.96223  0.057
H: 4.28881 -0.70763 0.71424  0.117
H: 4.51685 -0.54223 -1.09820  0.101
H: 0.81486 0.83837 -2.87433  0.122
H: -0.38053 1.16840 2.32749  0.101
H: -0.64234 -0.59188 2.23412  0.119
H: -2.46320 1.62808 1.46148  0.058
H: -2.36272 0.46375 0.15099  0.092
H: -2.72632 -0.46911 3.04720  0.062
H: -4.18177 0.28750 2.24437  0.111
H: -2.68648 -2.24275 1.41224  0.080
H: -4.32908 -2.21528 2.05141  0.098
H: -4.45869 -0.42848 -0.22950  0.111
H: -4.99579 -2.17533 -0.15830  0.050
H: -3.03121 -3.07466 -0.95097  0.037
H: -2.05827 -1.60152 -0.47849  0.087
H: -2.94957 -0.27639 -2.32917  0.079
H: -3.86086 -1.70624 -3.00345  0.060
H: 1.35809 -3.76944 0.15654  0.139
C: -6.12780 -5.50416 -0.98134  -1.013
Cl: -6.66636 -4.86807 0.57815  0.523
Cl: -5.40369 -4.22421 -1.96214  0.577
H: -5.38668 -6.27855 -0.80912  0.023
H: -6.97798 -5.91814 -1.51256  -0.057
C: 0.29318 4.34659 0.43562  -0.960
Cl: -1.08501 3.90536 1.45261  0.588
Cl: 0.87633 2.96247 -0.51924  0.851
H: -0.00953 5.13699 -0.23839  -0.044
H: 1.09902 4.69341 1.07126  -0.050
C: 8.34624 -1.32825 -1.01575  -0.974
Cl: 7.54667 -0.65283 -2.44153  0.553
Cl: 7.21141 -1.49789 0.32314  0.561
H: 8.74651 -2.30401 -1.27017  0.032
H: 9.15044 -0.66704 -0.70975  0.024
C: 2.40475 7.69212 1.56741  -1.034
Cl: 1.02152 7.24668 2.57762  0.550
Cl: 2.97750 6.31500 0.61988  0.568
H: 2.10350 8.48207 0.88779  -0.030
H: 3.21104 8.04299 2.21069  -0.088
C: -6.78522 -6.00871 -5.07844  -1.043
Cl: -7.61024 -5.37095 -6.50863  0.526
Cl: -7.91866 -6.28718 -3.74825  0.546
H: -6.30791 -6.95107 -5.33855  -0.077
H: -6.03690 -5.29160 -4.75453  0.006
C: 6.24877 2.77106 -2.97363  -1.031
Cl: 7.43660 4.08056 -2.92764  0.502
Cl: 5.02813 2.95253 -1.70913  0.547
H: 5.75626 2.77834 -3.94042  0.029
H: 6.75919 1.82977 -2.82151  -0.055
C: 1.79633 -7.52269 -1.04104  -1.032
Cl: 3.22243 -6.56517 -1.46697  0.530
Cl: 1.95332 -9.19721 -1.59419  0.498
H: 1.68246 -7.51863 0.03756  0.026
H: 0.92619 -7.07586 -1.50649  -0.003
C: 8.94718 -1.60833 3.92927  -1.059
Cl: 9.79058 -0.62227 2.72434  0.499
Cl: 7.19185 -1.42949 3.79540  0.488
H: 9.20515 -2.64959 3.77439  -0.068
H: 9.25788 -1.29319 4.91976  0.029
C: -3.28669 -5.97960 2.36152  -1.011
Cl: -2.64964 -5.15594 3.79047  0.504
Cl: -2.75809 -5.18374 0.87730  0.559
H: -2.93081 -7.00457 2.35920  0.026
H: -4.37160 -5.96275 2.39983  0.004
C: 0.17477 4.85687 -3.93705  -0.994
Cl: 0.75255 5.71130 -2.50175  0.534
Cl: 0.76350 5.61203 -5.42196  0.517
H: 0.53044 3.83188 -3.89865  0.022
H: -0.90990 4.87369 -3.94105  0.032
C: -10.31510 -2.70479 -5.73870  -1.040
Cl: -10.11436 -3.11771 -4.03331  0.493
Cl: -10.51250 -0.96217 -5.96693  0.498
H: -9.43538 -3.03221 -6.28241  -0.014
H: -11.19648 -3.20971 -6.11944  0.026
C: 4.34065 8.95031 5.00682  -0.976
Cl: 3.75068 9.76118 3.54761  0.574
Cl: 3.67024 7.32345 5.15880  0.526
H: 5.42183 8.88079 4.95381  0.029
H: 4.04717 9.53375 5.87292  0.029
C: -1.13650 7.56588 5.45849  -1.038
Cl: -0.40391 7.86655 7.03920  0.496
Cl: -2.23327 8.87228 4.99433  0.497
H: -0.34839 7.49288 4.71756  -0.060
H: -1.69560 6.63719 5.50174  0.029
C: -4.04763 -9.44719 -5.70942  -0.996
Cl: -3.85239 -9.87573 -4.00764  0.513
Cl: -4.23142 -7.69936 -5.91968  0.578
H: -3.17038 -9.77420 -6.25716  0.027
H: -4.93286 -9.94062 -6.09640  0.029
C: 6.87637 -4.94426 5.45578  -1.008
Cl: 6.76347 -6.61103 6.02774  0.515
Cl: 8.53318 -4.52867 4.99132  0.563
H: 6.23203 -4.82423 4.59122  0.024
H: 6.55974 -4.27741 6.25045  0.030
C: 0.54786 10.56377 -0.84580  -1.038
Cl: 1.97109 11.51831 -1.28162  0.511
Cl: 0.72757 8.87283 -1.33486  0.514
H: 0.41349 10.60543 0.23118  0.031
H: -0.32109 10.98248 -1.34716  -0.101
C: -3.96806 -0.21513 6.21859  -1.021
Cl: -2.56123 0.74979 5.75417  0.510
Cl: -3.80490 -1.89611 5.69740  0.500
H: -4.06621 -0.19196 7.29865  0.022
H: -4.85256 0.20995 5.75608  0.026
C: -3.35299 11.78633 -2.12815  -0.991
Cl: -3.36031 10.13059 -1.51112  0.522
Cl: -1.71960 12.30094 -2.57063  0.567
H: -3.98582 11.83726 -3.00763  0.027
H: -3.73195 12.44984 -1.35823  0.028

---

> Among the records above, which one has the highest total energy?

C6H10NS

---

> total energy of number 1 (C17H29CuN3OSeTa)?

-136136.157 eV